Entry 1:
DFT (ωB97M-V with the def2-TZVPD basis set) results for a structure of composition C33H21BrN8OPd.

Structure (XYZ):
```
65
Properties=species:S:1:pos:R:3:forces:R:3
Pd 0.050 0.308 0.488 0.025 -0.162 -0.036
C 4.127 -0.776 1.192 0.054 0.029 -0.056
C 4.905 0.118 0.419 -0.044 -0.046 0.057
C 4.276 1.127 -0.227 -0.025 0.024 -0.044
C 2.854 1.306 -0.148 0.046 -0.044 -0.061
N 2.113 0.364 0.514 -0.134 0.030 0.063
C 2.778 -0.606 1.196 0.042 -0.035 0.085
N 2.384 2.409 -0.711 -0.040 0.042 -0.007
C 1.119 2.808 -0.639 0.026 -0.050 -0.027
N 0.027 2.132 -0.165 -0.009 0.173 0.073
C -1.084 2.928 -0.228 -0.023 0.007 0.018
N -2.330 2.651 0.134 0.033 0.040 -0.004
C -2.772 1.449 0.468 -0.041 -0.044 0.035
C -4.171 1.379 0.786 0.030 0.046 0.000
C -4.793 0.202 1.025 0.034 -0.071 -0.008
C -4.030 -0.986 0.950 -0.041 0.052 0.017
C -2.698 -0.874 0.696 -0.036 -0.076 0.009
N -2.031 0.294 0.501 0.111 0.030 -0.045
C -0.687 4.197 -0.777 -0.027 0.021 -0.014
C -1.406 5.363 -1.050 0.006 -0.020 0.003
C -0.722 6.429 -1.592 0.006 0.002 -0.005
C 0.659 6.348 -1.865 -0.007 0.003 0.001
C 1.373 5.199 -1.599 -0.001 -0.015 0.007
C 0.683 4.116 -1.052 0.021 0.024 -0.014
H 4.569 -1.574 1.771 0.007 0.005 0.003
H 5.981 0.012 0.366 0.003 -0.001 -0.006
H 4.809 1.868 -0.805 -0.002 -0.007 -0.006
H 2.175 -1.273 1.791 -0.027 0.062 -0.001
H -4.693 2.325 0.796 0.003 -0.002 0.005
H -5.851 0.169 1.249 -0.001 0.007 0.003
H -4.469 -1.964 1.084 -0.009 0.001 -0.004
H -2.121 -1.782 0.628 0.038 0.048 -0.022
H -2.466 5.416 -0.835 -0.001 -0.007 0.005
H -1.251 7.348 -1.812 0.009 0.004 -0.004
H 1.164 7.206 -2.290 -0.009 0.005 -0.002
H 2.433 5.129 -1.802 0.001 -0.008 0.001
Br 0.034 -12.413 4.209 -0.006 -0.040 0.015
C 0.085 -10.557 3.884 -0.019 0.017 0.016
C 0.974 -10.058 2.946 -0.001 0.033 -0.002
C 1.001 -8.695 2.710 0.018 -0.021 -0.016
C 0.151 -7.842 3.409 0.047 0.045 -0.040
C -0.739 -8.361 4.353 -0.021 0.069 0.016
C -0.773 -9.719 4.590 0.044 -0.002 -0.039
N 0.260 -6.475 3.080 -0.141 -0.079 0.142
N -0.424 -5.708 3.817 0.122 -0.062 -0.151
C -0.439 -4.379 3.492 -0.019 0.103 -0.025
C -0.793 -3.539 4.577 0.011 0.060 -0.046
C -0.724 -2.189 4.497 -0.005 -0.012 -0.031
C -0.293 -1.523 3.276 -0.043 -0.102 0.033
O -0.084 -0.326 3.234 0.009 0.056 -0.034
C -0.101 -2.400 2.073 -0.026 0.111 0.014
N 0.115 -1.782 0.900 -0.006 0.002 0.123
C 0.304 -2.507 -0.194 0.023 -0.140 -0.059
C 0.241 -3.896 -0.182 0.018 0.070 -0.065
C -0.003 -4.544 1.002 -0.025 -0.016 0.117
C -0.159 -3.796 2.183 -0.004 -0.134 0.071
H 1.634 -10.726 2.411 -0.003 -0.003 -0.002
H 1.684 -8.270 1.986 -0.001 -0.002 0.001
H -1.394 -7.688 4.889 -0.009 -0.020 0.009
H -1.458 -10.134 5.317 -0.003 -0.008 -0.001
H -1.071 -4.026 5.502 0.002 -0.043 -0.015
H -0.940 -1.556 5.347 0.007 0.039 -0.027
H 0.489 -1.956 -1.107 0.003 -0.005 0.000
H 0.370 -4.449 -1.101 0.004 0.022 -0.012
H -0.077 -5.618 1.032 0.006 -0.004 -0.010
```
Positions in Å, forces in eV/Å.

## Properties
E_LUMO (spin up / spin down)   -1.546 / -3.150 eV
2S+1   3
Gap between HOMO and LUMO (spin up / spin down)   3.34 / 4.14 eV
HOMO energy (spin up / spin down)   -4.88 / -7.29 eV
Expectation value of S²   2.112

Atomic partial charges in e from the Löwdin method, atoms 1 to 4: number 1, Pd, carries 1.02; number 2, C, carries -0.09; number 3, C, carries -0.09; number 4, C, carries -0.02

Entry 2:
DFT (ωB97M-V with the def2-TZVPD basis set) results for a structure of composition C33H21F2N8RuS at a distorted geometry.

Structure (XYZ):
```
66
Properties=species:S:1:pos:R:3:forces:R:3
Ru -0.463 -0.127 0.480 -1.103 -0.859 -0.391
S 0.450 -3.608 -6.222 -0.006 -0.017 -0.047
N 0.870 -4.094 -4.749 0.030 -0.085 0.042
C 0.328 -3.242 -3.896 -0.100 0.111 0.024
C 0.449 -3.291 -2.451 -0.009 -0.043 -0.033
C 1.074 -4.335 -1.768 0.070 -0.040 -0.161
C 1.141 -4.281 -0.397 -0.064 -0.031 0.074
C 0.608 -3.177 0.258 -0.044 -0.120 -0.175
N -0.005 -2.180 -0.374 0.421 0.791 0.593
C -0.101 -2.241 -1.718 0.030 -0.078 -0.046
C -0.851 -1.183 -2.370 0.030 -0.069 -0.046
N -1.360 -0.230 -1.570 0.166 0.763 0.436
C -2.158 0.688 -2.108 -0.036 -0.211 -0.183
C -2.481 0.714 -3.460 -0.078 0.025 0.030
C -1.915 -0.220 -4.295 0.091 -0.044 -0.088
C -1.074 -1.188 -3.746 -0.017 -0.042 -0.110
C -0.418 -2.219 -4.527 0.033 -0.038 0.114
N -0.427 -2.314 -5.846 -0.059 0.028 -0.046
H 1.485 -5.163 -2.332 0.018 0.012 0.034
H 1.602 -5.073 0.176 0.008 0.032 0.010
H 0.676 -3.105 1.329 0.081 -0.068 -0.087
H -2.567 1.426 -1.441 -0.023 0.000 -0.042
H -3.165 1.464 -3.834 0.034 0.010 0.012
H -2.107 -0.231 -5.360 -0.014 0.024 0.014
N -0.292 1.475 3.063 0.094 0.079 0.059
C -1.436 1.934 2.421 -0.182 -0.155 0.084
C -1.964 3.183 2.753 -0.003 0.081 0.027
C -3.121 3.597 2.136 0.001 0.033 0.016
C -3.769 2.740 1.244 -0.101 0.014 0.052
C -3.186 1.529 0.973 -0.105 -0.253 0.199
N -2.012 1.140 1.513 0.527 0.405 -0.406
C -0.109 0.144 3.418 -0.261 -0.025 0.116
C 0.528 -0.174 4.617 0.000 0.016 0.101
C 0.628 -1.496 4.980 0.011 0.049 0.007
C 0.052 -2.476 4.167 -0.075 -0.021 0.098
C -0.544 -2.081 3.000 -0.368 0.014 0.030
N -0.596 -0.794 2.600 1.220 0.493 -0.553
H 0.126 2.135 3.701 -0.025 0.021 -0.012
H -1.478 3.797 3.499 0.018 -0.001 -0.036
H -3.541 4.568 2.365 0.001 -0.020 0.020
H -4.704 3.016 0.778 -0.009 -0.048 0.031
H -3.669 0.807 0.327 0.068 0.036 -0.084
H 0.910 0.613 5.254 0.015 -0.016 -0.018
H 1.112 -1.767 5.909 0.019 -0.007 -0.022
H 0.061 -3.518 4.454 -0.025 -0.001 -0.018
H -1.041 -2.791 2.353 0.035 0.013 -0.017
F 4.268 -2.025 1.870 0.013 0.056 0.044
C 3.625 -1.023 1.268 -0.195 0.052 0.053
C 2.248 -0.941 1.405 0.392 0.131 0.229
C 1.573 0.061 0.735 -1.095 -0.890 -0.097
C 2.252 1.017 -0.021 0.147 0.120 0.022
C 3.639 0.904 -0.089 0.106 -0.007 0.072
F 4.351 1.810 -0.770 -0.041 -0.028 -0.027
C 4.341 -0.110 0.525 0.228 0.049 -0.040
C 1.441 2.071 -0.610 0.114 0.112 -0.047
C 1.907 3.123 -1.394 -0.002 0.196 -0.152
C 1.012 4.066 -1.864 0.053 -0.043 -0.008
C -0.326 3.972 -1.510 -0.001 0.004 0.034
C -0.711 2.917 -0.712 0.066 0.181 0.081
N 0.136 1.972 -0.295 -0.205 -0.647 0.246
H 1.754 -1.648 2.055 0.097 0.004 -0.057
H 5.418 -0.162 0.442 -0.018 -0.020 -0.008
H 2.953 3.209 -1.639 -0.027 -0.082 0.019
H 1.363 4.875 -2.491 -0.011 0.010 0.014
H -1.053 4.701 -1.839 0.007 0.014 0.055
H -1.732 2.839 -0.368 0.056 0.031 -0.035
```
Positions in Å, forces in eV/Å.

## Properties
E_LUMO (spin up / spin down)   -6.226 / -6.635 eV
2S+1   2
Gap between HOMO and LUMO (spin up / spin down)   7.52 / 7.10 eV
HOMO energy (spin up / spin down)   -13.75 / -13.73 eV
Expectation value of S²   0.759
Net charge   +2

Atomic partial charges in e from the Löwdin method, atoms 1 to 4: number 1, Ru, carries 1.30; number 2, S, carries 1.10; number 3, N, carries -0.19; number 4, C, carries -0.30

Entry 3:
DFT (ωB97M-V with the def2-TZVPD basis set) results for a structure of composition C33H22Br3IN4O5SeTc at a distorted geometry.

Structure (XYZ):
```
70
Properties=species:S:1:pos:R:3:forces:R:3
Tc -0.177 0.825 0.381 1.140 2.352 -0.789
O 1.778 -1.656 -4.161 0.080 -0.103 0.021
C 0.771 -0.843 -4.614 -0.373 0.351 -0.115
C 0.466 -0.730 -5.963 0.123 -0.078 0.047
C -0.569 0.093 -6.372 0.032 -0.034 -0.028
C -1.301 0.819 -5.449 -0.096 0.017 -0.023
C -0.986 0.728 -4.106 0.118 -0.084 -0.034
C 0.041 -0.099 -3.685 0.339 -0.104 0.261
C 0.420 -0.133 -2.216 1.389 -1.429 -0.780
O 0.138 0.997 -1.566 -1.328 0.535 1.517
N -0.275 -1.264 -1.564 0.061 -0.242 -0.745
N -0.703 -1.126 -0.310 -0.631 -0.596 0.409
C -1.123 -2.175 0.332 0.379 0.214 -0.722
C -1.873 -2.160 1.559 -0.762 -0.028 1.056
Br -3.239 -0.826 1.678 0.017 -0.309 -0.017
C -1.858 -3.094 2.530 -0.118 0.709 -0.514
C -0.982 -4.245 2.589 0.341 -0.407 -0.005
C -1.446 -5.410 3.208 0.048 0.133 -0.158
C -0.713 -6.578 3.142 0.020 -0.061 0.009
C 0.515 -6.595 2.500 0.048 0.006 0.023
C 1.029 -5.423 1.969 0.067 -0.102 -0.070
C 0.290 -4.258 2.014 -0.098 0.070 0.078
H 2.242 -2.035 -4.919 -0.095 0.062 0.118
H 1.054 -1.273 -6.694 -0.001 -0.081 -0.047
H -0.798 0.171 -7.422 -0.017 0.004 -0.150
H -2.104 1.459 -5.776 -0.085 0.099 -0.037
H -1.500 1.317 -3.363 -0.118 0.110 0.110
H 1.516 -0.363 -2.168 -0.400 0.131 -0.025
H -0.125 -2.197 -1.936 -0.090 0.109 0.178
H -0.988 -3.163 -0.121 0.035 0.206 -0.076
H -2.598 -3.025 3.315 -0.095 0.081 -0.008
H -2.400 -5.397 3.713 -0.148 0.003 0.010
H -1.103 -7.484 3.581 -0.034 -0.075 0.080
H 1.080 -7.512 2.433 0.071 -0.092 0.027
H 2.006 -5.426 1.510 0.111 0.015 -0.025
H 0.702 -3.332 1.641 0.059 0.020 -0.064
Br 1.550 5.461 -0.159 0.159 -0.104 -0.048
C 2.463 3.827 -0.363 -1.151 -0.487 0.465
C 3.724 3.779 -0.946 0.621 -0.474 -0.189
C 4.394 2.582 -1.068 0.153 0.446 -0.044
Br 6.124 2.589 -1.846 -0.096 -0.017 0.042
C 3.836 1.368 -0.610 -0.271 0.000 0.036
C 4.461 0.105 -0.621 -0.354 -0.164 0.202
C 3.785 -0.976 -0.102 0.399 0.188 -0.179
C 2.478 -0.824 0.356 -0.527 0.316 0.089
N 1.838 0.338 0.334 1.196 -1.061 -0.052
C 2.521 1.430 -0.092 0.330 0.566 -0.001
C 1.813 2.661 0.062 2.192 0.489 -0.738
O 0.655 2.625 0.610 -2.404 -0.591 0.159
H 4.185 4.690 -1.297 -0.012 0.011 0.009
H 5.459 0.002 -1.019 0.063 -0.009 -0.010
H 4.239 -1.954 -0.066 0.046 -0.041 -0.010
H 1.923 -1.672 0.733 -0.085 -0.031 -0.005
I -4.172 5.804 5.448 0.086 -0.161 -0.348
C -3.561 4.845 3.664 -0.131 0.204 0.454
C -3.436 3.467 3.652 -0.043 0.026 0.145
C -2.999 2.847 2.498 0.001 0.133 -0.184
C -2.712 3.591 1.359 0.025 -0.032 -0.103
C -2.849 4.974 1.388 -0.024 -0.244 -0.001
C -3.273 5.605 2.544 -0.007 0.124 0.027
C -2.244 2.897 0.101 -0.120 0.846 0.187
O -2.166 3.477 -0.958 0.038 0.055 -0.101
O -1.977 1.637 0.284 -0.223 -0.824 -0.142
H -3.675 2.878 4.524 0.006 0.004 0.100
H -2.889 1.777 2.473 0.054 -0.140 -0.004
H -2.618 5.547 0.504 0.020 0.019 -0.145
H -3.381 6.678 2.571 0.012 0.092 0.016
Se -0.138 -0.880 4.828 0.028 -0.157 0.589
C -0.241 -0.123 3.296 0.135 -0.102 0.014
N -0.298 0.361 2.221 -0.103 -0.285 0.261
```
Positions in Å, forces in eV/Å.

## Properties
E_LUMO (spin up / spin down)   -2.704 / -2.221 eV
2S+1   2
Gap between HOMO and LUMO (spin up / spin down)   5.41 / 5.93 eV
HOMO energy (spin up / spin down)   -8.12 / -8.15 eV
Expectation value of S²   0.767

Atomic partial charges in e from the Löwdin method, atoms 1 to 4: number 1, Tc, carries 1.67; number 2, O, carries 0.05; number 3, C, carries -0.27; number 4, C, carries -0.03

Entry 4:
DFT (ωB97M-V with the def2-TZVPD basis set) results for a cluster of 5 separate species, C33H22N2O20 in total at a distorted geometry.

Structure (XYZ):
```
77
Properties=species:S:1:pos:R:3:forces:R:3
O 5.633 -5.957 -1.393 0.053 0.367 1.234
N 5.687 -4.878 -0.925 -0.232 -1.512 -1.317
O 5.865 -3.993 -1.986 -0.294 1.765 0.953
C 5.739 -2.628 -1.514 1.953 1.390 -1.058
N 4.508 -1.995 -2.038 -0.077 -0.536 0.407
C 3.449 -1.714 -1.102 -1.803 -1.418 -0.404
O 3.423 -0.880 -0.240 0.729 -0.480 -0.293
C 2.289 -2.682 -1.459 -1.517 -1.887 -1.610
C 1.044 -3.006 -0.779 0.383 -0.755 -1.782
C 0.153 -4.001 -1.398 1.887 0.026 -1.025
C 0.505 -4.682 -2.665 1.966 1.675 0.616
C 1.761 -4.349 -3.372 -0.788 1.292 2.268
C 2.597 -3.349 -2.740 -0.492 1.076 2.154
C 3.954 -2.712 -3.160 -2.133 -1.829 -0.828
O 4.380 -2.860 -4.273 0.797 0.676 0.907
H 5.865 -2.533 -0.408 -0.615 -0.269 -0.854
H 6.609 -2.083 -1.981 -0.844 -0.692 0.480
H 0.777 -2.492 0.171 0.153 -0.553 -0.861
H -0.821 -4.270 -0.922 1.112 0.375 -0.401
H -0.149 -5.446 -3.139 0.403 0.724 0.692
H 2.074 -4.814 -4.331 -0.377 0.361 0.864
O -6.068 -1.781 -5.669 -0.101 0.095 0.372
C -5.033 -1.964 -5.055 0.253 -0.161 -0.658
C -3.789 -2.370 -5.708 -0.311 0.074 0.020
C -2.682 -2.575 -4.987 0.406 -0.194 -0.875
O -1.523 -2.947 -5.565 -0.384 0.166 0.842
C -2.673 -2.401 -3.504 -0.302 0.185 0.594
O -1.645 -2.617 -2.888 -0.153 0.153 -0.461
C -3.910 -1.972 -2.854 0.308 -0.097 0.019
C -5.016 -1.764 -3.574 -0.329 0.234 0.817
O -6.167 -1.366 -2.998 0.467 -0.046 -1.046
H -3.810 -2.495 -6.781 0.012 -0.006 0.021
H -0.880 -3.030 -4.833 0.043 -0.007 -0.107
H -3.885 -1.833 -1.782 -0.027 -0.006 -0.019
H -6.811 -1.290 -3.730 -0.010 -0.051 0.057
O 6.220 2.194 -0.747 0.049 0.369 -0.119
C 5.336 2.755 -0.126 -0.121 -0.661 0.302
C 4.487 2.061 0.840 0.286 0.014 -0.152
C 3.517 2.717 1.486 -0.058 -0.840 0.323
O 2.727 2.093 2.383 0.120 0.834 -0.317
C 3.264 4.169 1.244 0.050 0.576 -0.226
O 2.358 4.724 1.841 0.005 -0.323 0.154
C 4.128 4.870 0.295 -0.234 -0.005 0.213
C 5.100 4.215 -0.348 0.164 0.840 -0.394
O 5.910 4.838 -1.224 -0.158 -0.780 0.364
H 4.679 1.010 1.004 -0.070 0.010 -0.043
H 2.110 2.777 2.706 -0.005 -0.096 -0.005
H 3.946 5.924 0.143 0.009 -0.023 -0.007
H 6.521 4.149 -1.550 -0.016 0.079 -0.028
O -7.506 -1.790 -0.725 -0.095 0.260 0.152
C -8.404 -1.220 -0.135 -0.125 -0.660 0.334
C -9.283 -1.897 0.818 0.214 0.031 -0.212
C -10.265 -1.227 1.428 -0.153 -0.843 0.404
O -11.086 -1.828 2.311 0.160 0.790 -0.395
C -10.503 0.224 1.161 0.106 0.649 -0.277
O -11.420 0.792 1.724 -0.016 -0.357 0.143
C -9.608 0.906 0.226 -0.247 -0.020 0.201
C -8.624 0.236 -0.381 0.192 0.900 -0.401
O -7.785 0.841 -1.244 -0.190 -0.854 0.374
H -9.101 -2.948 1.001 -0.020 0.017 0.001
H -11.705 -1.132 2.606 -0.002 -0.090 0.020
H -9.780 1.960 0.054 0.007 -0.024 -0.008
H -7.168 0.142 -1.544 0.044 0.086 -0.045
O 6.230 3.011 4.721 0.035 0.390 -0.153
C 5.348 3.582 5.336 -0.111 -0.668 0.293
C 4.495 2.895 6.305 0.220 0.026 -0.215
C 3.527 3.558 6.945 -0.138 -0.845 0.398
O 2.731 2.948 7.843 0.143 0.787 -0.393
C 3.278 5.010 6.696 0.084 0.648 -0.269
O 2.374 5.570 7.287 -0.008 -0.356 0.141
C 4.146 5.702 5.744 -0.226 -0.019 0.199
C 5.116 5.040 5.107 0.161 0.828 -0.391
O 5.930 5.656 4.227 -0.173 -0.798 0.342
H 4.684 1.844 6.475 -0.018 0.017 -0.006
H 2.117 3.638 8.160 0.001 -0.089 0.019
H 3.967 6.757 5.585 0.003 -0.027 -0.018
H 6.540 4.964 3.907 -0.001 0.090 -0.021
```
Positions in Å, forces in eV/Å.

## Properties
E_LUMO   -1.773 eV
Gap between HOMO and LUMO   7.86 eV
Structure (SMILES)   O=NOCN1C(=O)c2ccccc2C1=O.O=C1C=C(O)C(=O)C=C1O.O=C1C=C(O)C(=O)C=C1O.O=C1C=C(O)C(=O)C=C1O.O=C1C=C(O)C(=O)C=C1O
HOMO energy   -9.64 eV

Atomic partial charges in e from the Löwdin method, atoms 1 to 4: number 1, O, carries 0.07; number 2, N, carries -0.02; number 3, O, carries -0.09; number 4, C, carries -0.12